DFT (ωB97M-V/def2-TZVPD) results for C3H5N3O4 in the gas phase.

Structure (XYZ):
```
15
Properties=species:S:1:pos:R:3
C 0.661 -0.867 -0.769
C -3.233 0.078 0.840
C 2.241 -0.136 0.769
N -0.644 -1.355 -0.958
N -4.108 -0.728 0.463
N -2.009 0.128 0.216
O -1.259 1.078 0.351
O 1.484 -0.972 -1.639
O -1.687 -1.025 -0.312
O 0.901 -0.477 0.545
H -3.307 1.040 1.403
H 2.780 -0.241 -0.081
H 2.613 -0.719 1.561
H 2.416 0.908 1.007
H -5.062 -0.832 0.967
```

## Properties
calculated total energy = -15844.315 eV
multiplicity = 1
HOMO energy (alpha / beta) = -9.9 / -9.3 eV
energy above the lowest of the compared OMol25 structures with the same formula, charge and spin = 189.6 kcal per mole
LUMO (alpha / beta) = -0.0407 / -0.0518 Eh

***

DFT (ωB97M-V/def2-TZVPD) results for C3H5N3OS in the gas phase.

Structure (XYZ):
```
13
Properties=species:S:1:pos:R:3
C 3.071 0.605 -0.301
N 1.975 0.508 -1.220
C 0.874 0.179 -0.813
N -0.263 -0.132 -1.643
O -1.417 -0.225 -0.830
C -1.028 -0.184 0.460
S -1.946 -0.445 1.788
N 0.333 -0.008 0.465
H 3.919 1.053 -0.791
H 3.471 -0.373 0.085
H 2.875 1.261 0.595
H -0.396 0.434 -2.425
H 0.775 0.373 1.285
```

## Properties
calculated total energy = -20543.219 eV
multiplicity = 1
HOMO energy = -9.1 eV
energy above the lowest of the compared OMol25 structures with the same formula, charge and spin = 56.3 kcal per mole
LUMO = 0.0215 Eh

***

DFT (ωB97M-V/def2-TZVPD) results for a molecular structure, C3H5N3OS.

Structure (XYZ):
```
13
Properties=species:S:1:pos:R:3
C 0.762 -0.664 -0.456
C 1.168 0.617 -0.432
C 0.075 1.262 0.316
H 0.778 -2.686 -0.835
H 2.179 -1.705 -1.456
H 2.217 0.768 -0.545
H -2.723 1.576 0.796
H -2.319 -0.166 1.797
N 1.231 -1.888 -0.814
N -0.862 0.323 0.356
N -2.179 0.450 0.676
O -0.575 -0.720 -0.257
S 0.250 2.833 0.853
```

## Properties
calculated total energy = -20538.838 eV
multiplicity = 1
HOMO energy = -7.7 eV
energy above the lowest of the compared OMol25 structures with the same formula, charge and spin = 157.3 kcal per mole
LUMO = 0.0138 Eh

***

DFT (ωB97M-V/def2-TZVPD) results for C3H5N3OS in the gas phase.

Structure (XYZ):
```
13
Properties=species:S:1:pos:R:3
C 1.180 -1.199 -1.977
N 0.778 -0.594 -0.907
N -0.664 -0.480 -0.911
C -0.906 0.660 0.082
O -1.878 1.412 -0.034
N 0.052 0.492 1.085
C -0.093 0.993 2.380
S -1.153 2.181 2.805
H 0.518 -1.412 -2.846
H 2.226 -1.381 -1.977
H -1.298 -0.660 -1.726
H 0.647 -0.374 0.909
H 0.593 0.363 3.116
```

## Properties
calculated total energy = -20542.561 eV
multiplicity = 1
HOMO energy = -8.4 eV
energy above the lowest of the compared OMol25 structures with the same formula, charge and spin = 71.4 kcal per mole
LUMO = 0.0074 Eh

***

DFT (ωB97M-V/def2-TZVPD) results for C3H5N3S in the gas phase.

Structure (XYZ):
```
12
Properties=species:S:1:pos:R:3
C 2.104 0.470 -0.142
N 0.743 0.148 -0.191
N 0.436 -0.710 0.804
C -0.885 -0.742 0.775
C -1.416 -0.029 -0.314
S -2.892 0.338 -1.015
N -0.279 0.552 -0.863
H 2.598 0.166 -1.132
H 2.472 0.090 0.845
H 2.055 1.595 -0.069
H -1.489 -1.198 1.662
H -3.447 -0.679 -0.360
```

## Properties
calculated total energy = -18495.530 eV
multiplicity = 1
HOMO energy = -8.5 eV
energy above the lowest of the compared OMol25 structures with the same formula, charge and spin = 54.6 kcal per mole
LUMO = 0.0319 Eh

***

DFT (ωB97M-V/def2-TZVPD) results for C3H5N3S in the gas phase.

Structure (XYZ):
```
12
Properties=species:S:1:pos:R:3
H -2.058 1.639 -0.325
N -2.802 0.890 -0.209
C -2.259 -0.265 -0.043
N -0.831 -0.516 0.282
N 0.153 0.324 0.349
C 1.307 -0.224 -0.007
C 2.472 0.607 0.132
S 4.029 0.054 -0.091
H -2.848 -1.355 -0.020
H -0.882 -1.529 -0.272
H 1.326 -1.344 -0.305
H 2.395 1.719 0.508
```

## Properties
calculated total energy = -18493.732 eV
multiplicity = 1
HOMO energy = -8.9 eV
energy above the lowest of the compared OMol25 structures with the same formula, charge and spin = 96.1 kcal per mole
LUMO = -0.0490 Eh

***

DFT (ωB97M-V/def2-TZVPD) results for C3H5N3S in the gas phase.

Structure (XYZ):
```
12
Properties=species:S:1:pos:R:3
H 1.945 -1.844 -0.098
N 2.175 -0.861 -0.137
C 0.970 -0.349 -0.087
N 0.680 0.991 -0.473
C -0.673 1.097 0.121
C -1.294 -0.310 0.132
S -2.903 -0.447 -0.207
N -0.201 -1.094 0.073
H 1.149 1.721 -0.012
H -0.361 1.457 1.215
H -1.350 1.777 -0.334
H -0.137 -2.138 -0.195
```

## Properties
calculated total energy = -18496.381 eV
multiplicity = 1
HOMO energy = -9.0 eV
energy above the lowest of the compared OMol25 structures with the same formula, charge and spin = 35.0 kcal per mole
LUMO = -0.0040 Eh

***

DFT (ωB97M-V/def2-TZVPD) results for a gas-phase ion, C3H5N4O (charge +1).

Structure (XYZ):
```
13
Properties=species:S:1:pos:R:3
N -1.686 -1.247 -0.067
N -0.589 -0.370 -0.628
N 0.596 -1.036 -0.353
C 1.486 -0.289 0.329
C 0.917 0.977 0.611
C -0.305 0.956 -0.122
N -0.761 2.093 -0.580
O -1.250 3.101 -0.256
H -0.968 -1.597 0.587
H -2.045 -1.800 -0.843
H 0.883 -1.928 -0.834
H 2.289 -0.658 0.983
H 1.432 1.798 1.173
```

## Properties
calculated total energy = -11185.865 eV
net charge = +1
multiplicity = 1
HOMO energy (alpha / beta) = -13.9 / -13.5 eV
energy above the lowest of the compared OMol25 structures with the same formula, charge and spin = 144.4 kcal per mole
LUMO (alpha / beta) = -0.2397 / -0.2160 Eh

***

DFT (ωB97M-V/def2-TZVPD) results for a molecular structure, C3H5N4O2S.

Structure (XYZ):
```
15
Properties=species:S:1:pos:R:3
C -0.547 -0.079 0.048
C 1.019 -1.353 0.008
C 0.231 1.081 0.000
N 1.925 -0.505 -0.029
N 1.551 0.805 -0.037
N 0.840 -2.643 0.014
N -0.218 2.332 -0.007
O -2.871 1.112 0.033
O -2.801 -1.406 -0.044
S -2.181 -0.136 -0.007
H 2.302 1.482 -0.067
H -0.077 -3.044 0.139
H 1.640 -3.262 -0.014
H -1.214 2.497 0.049
H 0.403 3.119 -0.085
```

## Properties
calculated total energy = -24072.181 eV
net charge = +1
multiplicity = 1
HOMO energy = -13.5 eV
LUMO = -0.1883 Eh

***

DFT (ωB97M-V/def2-TZVPD) results for 2 unconnected molecules or ions with the total composition C3H5N4OS.

Structure (XYZ):
```
14
Properties=species:S:1:pos:R:3
C 1.803 0.583 0.051
C -1.429 0.705 -0.451
C -1.047 -0.114 0.740
N 1.280 -1.535 -0.211
N 2.797 -0.037 -0.588
N 2.429 -1.313 -0.725
N 0.875 -0.378 0.319
O -1.514 -1.378 0.865
S 1.623 2.194 0.476
H -1.238 0.163 -1.378
H -2.490 0.967 -0.409
H -0.832 1.618 -0.449
H -0.985 0.397 1.691
H -1.274 -1.873 0.068
```

## Properties
calculated total energy = -22034.527 eV
net charge = -1
multiplicity = 1
HOMO energy = -3.1 eV
energy above the lowest of the compared OMol25 structures with the same formula, charge and spin = 19.3 kcal per mole
LUMO = 0.1238 Eh

***

DFT (ωB97M-V/def2-TZVPD) results for C3H5N5 in the gas phase.

Structure (XYZ):
```
13
Properties=species:S:1:pos:R:3
C 0.174 -0.336 1.782
N -0.328 0.861 1.440
C -1.086 1.255 0.340
N -0.842 1.123 -0.977
N 0.088 0.509 -1.789
C 0.910 -0.467 -1.302
N 0.912 -1.361 -0.206
N 0.620 -1.477 1.208
H 0.078 -0.442 2.999
H -1.783 2.139 0.553
H -1.772 1.509 -1.463
H 1.771 -0.954 -2.054
H 1.258 -2.358 -0.531
```

## Properties
calculated total energy = -10637.363 eV
multiplicity = 1
HOMO energy = -8.6 eV
energy above the lowest of the compared OMol25 structures with the same formula, charge and spin = 127.1 kcal per mole
LUMO = 0.0211 Eh

***

DFT (ωB97M-V/def2-TZVPD) results for C3H5N5 in the gas phase.

Structure (XYZ):
```
13
Properties=species:S:1:pos:R:3
N 2.414 -0.324 -0.154
C 1.133 -0.138 0.011
N 0.590 1.103 -0.246
N -0.582 1.486 0.179
C -1.530 0.689 0.227
C -1.664 -0.628 -0.348
N -0.849 -1.610 -0.127
N 0.379 -1.171 0.471
H 2.950 0.535 -0.103
H 1.202 1.840 -0.221
H -2.473 1.158 0.575
H -2.610 -0.978 -0.864
H 1.041 -1.960 0.600
```

## Properties
calculated total energy = -10639.533 eV
multiplicity = 1
HOMO energy = -9.1 eV
energy above the lowest of the compared OMol25 structures with the same formula, charge and spin = 77.1 kcal per mole
LUMO = 0.0002 Eh

***

DFT (ωB97M-V/def2-TZVPD) results for C3H5N5O in the gas phase.

Structure (XYZ):
```
14
Properties=species:S:1:pos:R:3
H 2.542 2.075 -0.225
N 1.451 2.310 -0.161
C 0.786 1.203 0.011
N 1.533 0.078 0.294
N 1.024 -1.156 0.034
C -0.014 -1.374 0.720
N -1.235 -2.029 0.276
C -1.832 -1.118 -0.314
N -1.330 0.201 -0.709
O -0.541 1.177 0.188
H 2.328 -0.119 -0.267
H 0.072 -0.957 1.783
H -2.883 -1.255 -0.707
H -1.901 0.965 -0.923
```

## Properties
calculated total energy = -12683.728 eV
multiplicity = 1
HOMO energy = -8.7 eV
energy above the lowest of the compared OMol25 structures with the same formula, charge and spin = 128.4 kcal per mole
LUMO = 0.0090 Eh

***

DFT (ωB97M-V/def2-TZVPD) results for 2 unconnected molecules or ions with the total composition C3H5N5O.

Structure (XYZ):
```
14
Properties=species:S:1:pos:R:3
H -1.636 1.586 1.264
N -1.636 0.548 1.314
N -0.481 0.083 1.171
C 0.463 1.047 0.891
N 1.632 0.695 0.301
N 0.183 2.282 1.156
H 0.999 2.851 0.921
H 2.070 1.415 -0.255
H 1.540 -0.175 -0.224
N 0.624 -1.623 -1.625
C -0.461 -1.876 -1.246
C -1.571 -2.133 -0.849
O -2.654 -2.403 -0.480
H 0.928 -2.298 -2.341
```

## Properties
calculated total energy = -12684.673 eV
multiplicity = 1
HOMO energy = -8.7 eV
energy above the lowest of the compared OMol25 structures with the same formula, charge and spin = 106.6 kcal per mole
LUMO = -0.0522 Eh

***

DFT (ωB97M-V/def2-TZVPD) results for C3H5NO in the gas phase.

Structure (XYZ):
```
10
Properties=species:S:1:pos:R:3
C 1.854 -0.140 0.088
C 0.539 -0.366 -0.198
C -0.444 0.708 -0.085
N -1.686 0.674 -0.039
O -2.216 -0.658 0.091
H 2.603 -0.948 0.095
H 2.314 0.907 0.408
H 0.240 -1.437 -0.377
H -0.025 1.730 -0.070
H -3.180 -0.469 0.087
```

## Properties
calculated total energy = -6726.856 eV
multiplicity = 1
HOMO energy = -9.4 eV
energy above the lowest of the compared OMol25 structures with the same formula, charge and spin = 62.7 kcal per mole
LUMO = 0.0241 Eh

***

DFT (ωB97M-V/def2-TZVPD) results for C3H5NO in the gas phase.

Structure (XYZ):
```
10
Properties=species:S:1:pos:R:3
C -1.203 0.605 0.348
O -0.385 0.242 -0.802
C 0.711 -0.939 -0.717
C 1.477 0.091 -0.125
N 2.094 0.907 0.405
H -1.245 1.701 0.526
H -0.870 0.157 1.293
H -2.223 0.285 0.117
H 1.118 -1.314 -1.693
H 0.523 -1.828 -0.081
```

## Properties
calculated total energy = -6726.716 eV
multiplicity = 1
HOMO energy = -10.0 eV
energy above the lowest of the compared OMol25 structures with the same formula, charge and spin = 65.9 kcal per mole
LUMO = 0.0283 Eh

***

DFT (ωB97M-V/def2-TZVPD) results for 2 unconnected molecules or ions with the total composition C3H5NO.

Structure (XYZ):
```
10
Properties=species:S:1:pos:R:3
C 2.126 -0.662 -0.900
N 1.394 0.078 0.132
O 1.138 -0.453 1.190
H 1.277 -0.774 -1.659
H 2.880 -0.041 -1.334
H 2.402 -1.550 -0.587
C -1.525 -1.931 -0.786
C -1.514 -1.095 0.051
H -1.607 -2.414 -1.703
H -1.719 -0.549 0.908
```

## Properties
calculated total energy = -6724.214 eV
multiplicity = 1
HOMO energy = -9.0 eV
energy above the lowest of the compared OMol25 structures with the same formula, charge and spin = 123.6 kcal per mole
LUMO = 0.0100 Eh

***

DFT (ωB97M-V/def2-TZVPD) results for C3H5NO in the gas phase.

Structure (XYZ):
```
10
Properties=species:S:1:pos:R:3
O -1.659 -0.627 -0.407
C -0.507 -0.322 -0.133
C 0.787 -0.917 0.173
N 1.273 0.617 0.314
C -0.096 1.106 0.126
H 0.972 -1.766 0.714
H 1.054 -1.297 -0.914
H 1.912 1.047 -0.461
H -0.087 2.216 -0.526
H -0.594 1.291 1.251
```

## Properties
calculated total energy = -6725.938 eV
multiplicity = 1
HOMO energy = -9.0 eV
energy above the lowest of the compared OMol25 structures with the same formula, charge and spin = 83.8 kcal per mole
LUMO = 0.0241 Eh

***

DFT (ωB97M-V/def2-TZVPD) results for C3H5NO in the gas phase.

Structure (XYZ):
```
10
Properties=species:S:1:pos:R:3
C 0.340 1.223 -1.790
C 1.107 0.037 0.249
C -0.239 -0.570 0.786
N -0.063 1.089 -2.953
O 1.022 0.667 -0.902
H 1.953 0.268 0.858
H 0.162 -0.922 1.763
H -0.496 -1.360 0.150
H -1.267 -0.004 0.957
H -0.548 1.931 -3.159
```

## Properties
calculated total energy = -6724.414 eV
multiplicity = 1
HOMO energy (alpha / beta) = -7.8 / -7.5 eV
energy above the lowest of the compared OMol25 structures with the same formula, charge and spin = 119.0 kcal per mole
LUMO (alpha / beta) = 0.0111 / 0.0152 Eh

***

DFT (ωB97M-V/def2-TZVPD) results for C3H5NO in the gas phase.

Structure (XYZ):
```
10
Properties=species:S:1:pos:R:3
O 1.672 0.589 -1.008
C 1.444 0.140 0.084
N 0.162 -0.014 0.615
C -1.052 0.399 -0.109
C -0.982 -1.082 -0.140
H 2.222 -0.202 0.783
H -1.773 0.872 0.558
H -0.772 1.026 -0.956
H -0.415 -1.342 -1.049
H 0.031 -0.403 1.538
```

## Properties
calculated total energy = -6725.766 eV
multiplicity = 1
HOMO energy = -8.4 eV
energy above the lowest of the compared OMol25 structures with the same formula, charge and spin = 87.8 kcal per mole
LUMO = 0.0255 Eh

***

Quick rundown of M, same order as above: 147.090, 131.160, 131.160, 131.160, 115.161, 115.161, 115.161, 113.100, 161.166, 145.167, 111.108, 111.108, 127.107, 127.107, 71.079, 71.079, 71.079, 71.079, 71.079, 71.079 g mol⁻¹